[1]
{
  "formula": "C2H8N4",
  "method": "the ωB97M-V functional and the def2-TZVPD basis",
  "multiplicity": 1,
  "total_charge": 0,
  "gap_ev": [7.64, 8.53],
  "mol_weight_g_mol": 88.11,
  "total_energy_ev": -8157.15910,
  "elements": ["C", "C", "N", "N", "N", "N", "H", "H", "H", "H", "H", "H", "H", "H"],
  "xyz": [[-0.1158, -1.1817, 0.2716], [-1.4620, 0.1441, -1.4432], [1.0824, 1.0688, 0.9126], [1.9602, 1.8543, 1.8807], [0.0027, 1.1612, -0.0827], [-0.4420, 0.0013, -0.5023], [-0.1150, -1.0387, 1.4200], [-0.8803, -2.0327, 0.1404], [0.7756, -1.8104, -0.0711], [-1.2973, -0.5724, -2.2575], [-2.3593, 0.0562, -0.9698], [-1.3608, 1.0107, -2.1338], [1.5468, 0.1773, 0.9080], [2.6648, 1.1619, 1.9271]],
  "forces_ev_per_a": [[-1.172, -3.307, 0.433], [1.504, -0.356, -3.659], [0.174, -0.196, -0.449], [-4.353, 0.463, -3.167], [3.879, 3.479, 3.981], [2.687, -1.249, 1.987], [0.221, 0.246, -1.981], [0.409, 1.642, -0.090], [-0.425, 1.498, 0.494], [-0.511, -0.803, 0.525], [-2.965, -0.094, 0.695], [-0.024, 0.236, 1.500], [-0.503, -0.499, -0.514], [1.079, -1.059, 0.244]],
  "mulliken_charge": [-0.98, -0.98, 0.09, -0.56, -0.59, 0.57, 0.37, 0.31, 0.28, 0.33, 0.41, 0.32, 0.24, 0.19]
}

=====

[2]
{
  "formula": "C35H34ClN2ORu",
  "method": "the ωB97M-V functional and the def2-TZVPD basis",
  "s2": 8.824,
  "multiplicity": 6,
  "total_charge": 0,
  "gap_ev": [4.29, 4.82],
  "mol_weight_g_mol": 635.19,
  "total_energy_ev": -56971.95864,
  "elements": ["Ru", "Cl", "C", "C", "C", "C", "O", "C", "C", "N", "C", "C", "C", "C", "C", "C", "C", "C", "N", "C", "C", "H", "H", "H", "H", "H", "H", "H", "H", "H", "H", "C", "C", "C", "C", "C", "C", "C", "C", "C", "H", "H", "H", "H", "H", "H", "H", "H", "H", "H", "H", "H", "C", "C", "C", "C", "C", "C", "C", "C", "C", "C", "H", "H", "H", "H", "H", "H", "H", "H", "H", "H", "H", "H"],
  "xyz": [[1.2901, -0.1565, 0.3868], [-1.6924, 5.1790, 4.3342], [-0.7108, 4.0961, 3.5284], [0.2238, 4.6160, 2.6189], [0.9187, 3.7688, 1.7822], [0.8422, 2.3629, 1.8569], [1.7245, 1.6464, 1.0902], [-0.1639, 1.8010, 2.8142], [-0.5360, 0.4668, 2.8294], [-0.0702, -0.4657, 2.0246], [-0.4598, -1.8162, 2.1547], [-1.1150, -2.3236, 3.2683], [-1.3331, -3.7019, 3.3015], [-0.9008, -4.5596, 2.3006], [-0.2280, -4.0608, 1.1692], [0.3095, -4.8755, 0.1531], [1.0411, -4.2303, -0.8713], [1.1032, -2.8690, -0.9068], [0.6646, -2.0715, 0.0878], [-0.0704, -2.6416, 1.0621], [-0.7427, 2.7429, 3.7200], [0.4229, 5.6572, 2.5241], [1.6225, 4.1335, 0.9908], [-1.2534, 0.2237, 3.5663], [-1.3216, -1.6609, 4.0957], [-1.9916, -4.1719, 3.9993], [-1.2206, -5.5619, 2.4237], [0.0790, -5.9245, 0.1081], [1.6186, -4.7146, -1.6455], [1.4120, -2.3448, -1.8340], [-1.3889, 2.4493, 4.5668], [-5.8046, -1.0030, 0.2774], [-5.0714, -0.3553, -0.8806], [-4.5885, 0.9579, -0.6993], [-3.9572, 1.6114, -1.7278], [-3.6962, 3.1032, -1.5796], [-3.5646, 0.8524, -2.8538], [-3.9126, -0.4740, -2.9847], [-3.5216, -1.3030, -4.2045], [-4.7107, -1.1205, -1.9849], [-6.1132, -0.2105, 0.9616], [-5.0924, -1.6319, 0.8369], [-6.5747, -1.6439, -0.0596], [-4.6020, 1.3806, 0.3232], [-2.6975, 3.2750, -1.1633], [-4.4004, 3.5241, -0.8853], [-3.7505, 3.6856, -2.4994], [-2.9288, 1.3457, -3.6051], [-4.3366, -1.6672, -4.7496], [-2.9307, -2.1077, -3.8127], [-2.9279, -0.7065, -4.8610], [-5.0060, -2.1833, -2.2100], [2.8810, 2.2034, -1.8885], [3.2381, 0.7155, -1.6953], [3.7102, 0.0612, -2.9888], [1.9714, 0.0109, -1.3047], [4.3431, 0.5283, -0.5427], [4.3383, -0.6813, 0.1998], [5.1631, -0.8505, 1.2798], [6.1011, 0.1767, 1.4980], [6.1292, 1.3279, 0.7636], [5.3631, 1.4504, -0.3598], [2.0540, 2.2406, -2.6296], [3.6504, 2.8614, -2.3827], [2.5589, 2.6352, -0.9663], [2.8503, -0.2363, -3.6093], [4.3366, -0.8208, -2.9067], [4.2300, 0.7712, -3.5581], [1.3931, -0.1085, -2.2451], [3.6489, -1.5248, -0.0854], [5.1044, -1.6830, 1.9500], [6.7745, 0.1054, 2.3145], [6.7456, 2.1951, 1.0958], [5.5294, 2.3001, -1.0769]],
  "forces_ev_per_a": [[-2.196, -0.721, 1.071], [-0.954, 0.891, 1.183], [1.923, -1.182, -0.960], [0.188, -0.352, -1.016], [1.140, -0.770, -0.831], [-0.095, -0.311, -0.183], [-1.017, 0.938, 1.045], [1.657, 0.169, -1.136], [-0.406, 2.173, 1.630], [1.225, -3.499, -1.516], [1.041, 2.600, -1.411], [-0.398, -1.334, 0.675], [-0.464, 0.820, -0.235], [-0.284, 1.310, -0.153], [-0.126, 0.243, -0.319], [0.342, 0.338, -0.394], [-0.058, 0.245, 0.002], [0.610, -0.492, -1.716], [-0.157, 1.220, -0.109], [0.255, -0.889, 1.902], [-1.622, 0.292, 0.800], [-0.263, 0.710, 0.054], [-0.637, -0.080, 1.037], [-0.794, -0.376, 0.705], [-0.322, -0.256, 0.043], [0.014, 0.142, 0.959], [0.217, -1.019, -0.336], [0.240, -0.274, 0.190], [-0.526, -0.498, -0.154], [0.335, -0.437, 0.883], [0.275, -0.455, -0.759], [1.724, 0.708, 0.385], [0.511, -0.988, 0.844], [-0.289, -0.901, 0.342], [0.460, 0.349, -0.482], [0.845, -0.470, -0.060], [0.106, 0.915, 0.125], [-1.004, -1.141, 0.058], [0.904, 1.261, 1.764], [0.458, 0.960, -1.408], [-0.495, -0.330, -0.028], [-0.181, 0.117, -0.118], [-1.109, -0.431, -0.187], [-0.600, 0.099, -0.811], [-0.013, 0.012, -0.028], [-0.334, 0.188, 0.295], [-0.077, -0.304, -0.161], [-0.495, -0.279, 0.150], [-1.379, -0.622, -0.629], [0.380, -0.713, -0.201], [0.559, 0.320, -0.537], [0.102, 1.239, 0.727], [-0.003, 0.104, -1.900], [1.690, -0.595, 1.360], [-0.734, -0.548, -0.388], [0.372, 1.510, -1.144], [-0.806, -0.837, -1.877], [-1.547, -0.222, -0.662], [1.289, 1.347, -0.350], [-0.781, -0.717, 1.013], [1.494, 1.080, 0.392], [-1.235, 0.971, -1.190], [0.138, 0.034, 0.514], [-0.229, -0.924, 0.715], [-0.200, 0.296, 0.561], [0.147, 0.122, 0.133], [0.060, -0.099, 0.475], [1.059, 1.016, -0.926], [-0.253, -0.370, 0.632], [0.510, 1.085, 0.304], [0.089, -0.487, -0.003], [0.398, -0.120, 0.805], [-0.115, -1.007, -0.463], [-0.555, -0.772, 1.007]],
  "mulliken_charge": [0.01, -0.22, 0.37, -0.62, -0.38, 0.41, -0.53, 0.30, -0.19, 0.13, 0.50, -0.90, -0.76, -0.83, 1.27, -0.87, -0.84, -0.38, 0.20, -0.16, -1.01, 0.43, 0.27, 0.30, 0.35, 0.38, 0.42, 0.43, 0.40, 0.47, 0.34, -1.49, 1.15, -0.90, 0.64, -1.37, -0.89, 1.23, -1.63, -0.88, 0.38, 0.27, 0.41, 0.30, 0.24, 0.39, 0.39, 0.31, 0.39, 0.37, 0.39, 0.30, -1.69, 2.70, -1.81, -0.97, -0.05, 0.00, -1.07, -0.43, -0.57, -0.38, 0.48, 0.43, 0.19, 0.38, 0.35, 0.52, 0.81, 0.38, 0.49, 0.38, 0.32, 0.28]
}